Entry 1:
C34H35N12Ti as an isolated structure, computed with ωB97M-V/def2-TZVPD.

Geometry as ORCA input:
```
! RIJCOSX wB97M-V def2-TZVPD def2/J DEFGRID3
* xyz 0 2
Ti -0.363 -0.819 0.220
N -2.604 -3.578 0.654
C -1.809 -3.235 1.720
N -1.876 -3.800 2.911
N -0.921 -3.178 3.628
N -0.333 -2.281 2.937
N -0.865 -2.282 1.678
C -2.272 -3.232 -0.629
N -2.749 -3.824 -1.711
N -2.150 -3.186 -2.732
N -1.377 -2.260 -2.310
N -1.422 -2.243 -0.948
H -3.182 -4.394 0.767
N 1.403 -0.638 1.538
C 1.694 0.305 2.611
C 2.939 0.136 3.211
C 3.386 0.998 4.191
C 2.565 2.047 4.572
C 1.324 2.201 3.988
C 0.838 1.342 2.990
C -0.559 1.471 2.502
C -1.390 2.487 2.994
C -2.752 2.503 2.744
C -3.338 1.478 2.019
C -2.508 0.508 1.478
C -1.132 0.526 1.640
H 1.500 -1.571 1.940
H 2.177 -0.541 0.889
H 3.562 -0.692 2.889
H 4.354 0.850 4.651
H 2.881 2.738 5.342
H 0.704 3.007 4.349
H -0.989 3.288 3.597
H -3.356 3.306 3.147
H -4.408 1.438 1.861
H -2.971 -0.280 0.878
C 3.368 1.025 -1.006
C 3.573 -0.461 -0.933
C 4.844 -0.989 -0.732
C 5.039 -2.358 -0.655
C 3.961 -3.220 -0.771
C 2.671 -2.738 -0.965
C 1.510 -3.680 -1.087
C 2.493 -1.350 -1.054
N 1.182 -0.799 -1.204
C 0.842 -0.326 -2.391
C 1.627 -0.558 -3.639
C -0.358 0.459 -2.417
C -0.830 1.038 -3.712
N -0.968 0.593 -1.257
C -2.000 1.583 -1.152
C -3.336 1.263 -1.416
C -3.744 -0.109 -1.861
C -4.288 2.263 -1.252
C -3.929 3.533 -0.836
C -2.601 3.829 -0.587
C -1.613 2.863 -0.745
C -0.171 3.195 -0.506
H 4.207 1.548 -0.549
H 2.450 1.337 -0.502
H 3.288 1.363 -2.043
H 5.685 -0.314 -0.629
H 6.034 -2.755 -0.500
H 4.116 -4.290 -0.710
H 1.862 -4.708 -1.148
H 0.902 -3.461 -1.966
H 0.845 -3.611 -0.221
H 2.484 -1.204 -3.467
H 1.978 0.382 -4.071
H 0.982 -1.033 -4.382
H -1.008 0.227 -4.421
H -0.076 1.697 -4.149
H -1.749 1.603 -3.589
H -3.163 -0.451 -2.718
H -4.799 -0.121 -2.131
H -3.591 -0.854 -1.075
H -5.328 2.032 -1.451
H -4.687 4.295 -0.704
H -2.318 4.823 -0.262
H -0.078 4.160 -0.011
H 0.382 3.243 -1.450
H 0.310 2.441 0.119
*
```

The max |F| comes out at 0.01113 hartree/bohr. Its HOMO-LUMO gap (alpha / beta) is 0.252 / 0.264 Ha. Its expectation value of S² is 0.758. As for the HOMO energy (alpha / beta): -7.442 / -8.389 eV. The value obtained for the LUMO energy (alpha / beta) is -0.584 / -1.209 eV.

Entry 2:
C34H35N12Ti as an isolated structure, computed with ωB97M-V/def2-TZVPD.

Geometry as ORCA input:
```
! RIJCOSX wB97M-V def2-TZVPD def2/J DEFGRID3
* xyz 0 2
Ti 0.323 -0.595 0.326
N 1.083 -2.899 2.892
C 2.020 -1.947 2.592
N 3.224 -1.900 3.128
N 3.798 -0.822 2.569
N 2.999 -0.254 1.750
N 1.820 -0.945 1.728
C -0.154 -2.945 2.314
N -1.094 -3.807 2.642
N -2.149 -3.458 1.874
N -1.871 -2.461 1.130
N -0.571 -2.092 1.365
H 1.327 -3.610 3.561
N 1.725 0.965 -0.378
C 1.921 1.213 -1.786
C 2.028 2.528 -2.216
C 2.183 2.823 -3.560
C 2.225 1.786 -4.478
C 2.148 0.476 -4.040
C 2.021 0.152 -2.687
C 2.039 -1.271 -2.259
C 2.834 -2.146 -3.008
C 2.890 -3.496 -2.714
C 2.151 -3.991 -1.652
C 1.388 -3.121 -0.889
C 1.308 -1.744 -1.155
H 1.538 1.851 0.078
H 2.588 0.614 0.065
H 1.989 3.328 -1.485
H 2.264 3.853 -3.883
H 2.318 1.996 -5.535
H 2.168 -0.325 -4.766
H 3.440 -1.759 -3.817
H 3.519 -4.152 -3.302
H 2.177 -5.045 -1.406
H 0.831 -3.545 -0.062
C -2.028 -0.847 3.901
C -0.949 0.172 4.159
C -0.530 0.346 5.476
C 0.442 1.267 5.811
C 1.016 2.040 4.815
C 0.643 1.888 3.488
C 1.317 2.734 2.446
C -0.347 0.949 3.163
N -0.703 0.766 1.787
C -1.912 1.061 1.392
C -2.938 1.748 2.241
C -2.231 0.719 0.029
C -3.585 1.017 -0.533
N -1.267 0.120 -0.662
C -1.366 0.173 -2.102
C -1.291 1.441 -2.708
C -1.208 2.729 -1.930
C -1.335 1.518 -4.093
C -1.457 0.377 -4.868
C -1.565 -0.855 -4.254
C -1.537 -0.984 -2.867
C -1.765 -2.346 -2.277
H -2.919 -0.600 4.482
H -1.701 -1.837 4.222
H -2.315 -0.927 2.857
H -0.989 -0.262 6.247
H 0.753 1.384 6.841
H 1.776 2.770 5.064
H 1.742 3.627 2.903
H 0.621 3.055 1.666
H 2.145 2.180 1.999
H -2.480 2.202 3.116
H -3.694 1.038 2.583
H -3.452 2.518 1.666
H -4.347 0.585 0.119
H -3.699 0.592 -1.526
H -3.781 2.089 -0.590
H -0.728 2.610 -0.959
H -2.205 3.142 -1.760
H -0.645 3.467 -2.497
H -1.262 2.491 -4.564
H -1.482 0.452 -5.947
H -1.692 -1.750 -4.851
H -2.677 -2.773 -2.699
H -1.880 -2.327 -1.197
H -0.940 -3.014 -2.524
*
```

The max |F| comes out at 0.01540 hartree/bohr. Its HOMO-LUMO gap (alpha / beta) is 0.242 / 0.261 Ha. Its expectation value of S² is 0.773. As for the HOMO energy (alpha / beta): -7.617 / -8.412 eV. The value obtained for the LUMO energy (alpha / beta) is -1.026 / -1.308 eV.